Below is C36H39N7Tl as an isolated structure, with properties calculated with ωB97M-V/def2-TZVPD.

Values from the calculation:
gap between HOMO and LUMO	8.23	eV
E_HOMO	-10.91	eV
energy above the lowest of the compared OMol25 structures with the same formula, charge and spin	0.0	kJ/mol
charge	+1

Last column: Löwdin charge in e.
Cartesian coordinates (Å):
Tl1 0.763 0.769 -1.495  0.859
C1 0.109 1.868 1.898  -0.114
N1 0.731 0.724 1.252  -0.092
C2 1.910 0.177 1.901  -0.115
C3 2.924 -0.313 0.910  -0.315
N2 3.021 0.083 -0.331  0.061
C4 4.141 -0.568 -0.843  -0.240
C5 4.697 -0.529 -2.120  -0.018
C6 5.811 -1.310 -2.357  -0.076
C7 6.372 -2.109 -1.348  -0.079
C8 5.835 -2.152 -0.076  -0.017
C9 4.711 -1.368 0.149  -0.194
N3 3.911 -1.176 1.263  0.190
C10 -0.329 2.907 0.909  -0.316
N4 0.131 3.036 -0.307  0.060
C11 -0.499 4.165 -0.824  -0.243
C12 -0.396 4.752 -2.083  -0.018
C13 -1.167 5.870 -2.333  -0.076
C14 -2.020 6.404 -1.354  -0.078
C15 -2.127 5.836 -0.100  -0.017
C16 -1.352 4.708 0.139  -0.194
N5 -1.213 3.882 1.242  0.190
H1 0.834 2.343 2.564  0.135
H2 -0.749 1.592 2.522  0.115
H3 0.048 -0.003 1.048  0.034
H4 1.680 -0.635 2.602  0.119
H5 2.390 0.966 2.486  0.135
H6 4.271 0.095 -2.896  0.114
H7 6.270 -1.301 -3.336  0.106
H8 7.249 -2.700 -1.573  0.107
H9 6.269 -2.768 0.700  0.115
H10 3.970 -1.675 2.134  0.167
H11 0.271 4.348 -2.835  0.114
H12 -1.109 6.353 -3.299  0.106
H13 -2.602 7.285 -1.587  0.107
H14 -2.783 6.249 0.655  0.115
H15 -1.767 3.910 2.081  0.165
C17 -3.094 0.025 2.512  -0.029
C18 -3.420 1.067 1.474  -0.225
C19 -4.270 2.126 1.771  -0.050
C20 -4.613 3.056 0.801  -0.076
C21 -4.112 2.924 -0.483  -0.043
C22 -3.253 1.884 -0.820  -0.207
C23 -2.732 1.753 -2.225  -0.034
C24 -2.907 0.968 0.176  -0.219
N6 -1.951 -0.057 -0.068  0.131
C25 -2.313 -1.225 -0.407  -0.254
C26 -3.721 -1.635 -0.723  0.005
C27 -1.238 -2.299 -0.413  -0.253
C28 -1.650 -3.706 -0.732  0.005
N7 -0.067 -1.938 -0.083  0.127
C29 0.960 -2.896 0.144  -0.218
C30 1.092 -3.393 1.445  -0.222
C31 0.075 -3.057 2.504  -0.028
C32 2.159 -4.239 1.725  -0.050
C33 3.067 -4.589 0.737  -0.076
C34 2.902 -4.104 -0.550  -0.041
C35 1.850 -3.254 -0.871  -0.208
C36 1.675 -2.753 -2.279  -0.033
H16 -3.385 0.365 3.505  0.085
H17 -2.030 -0.221 2.527  0.055
H18 -3.628 -0.908 2.316  0.087
H19 -4.682 2.207 2.771  0.114
H20 -5.282 3.872 1.042  0.109
H21 -4.388 3.641 -1.248  0.121
H22 -3.396 2.260 -2.924  0.091
H23 -2.644 0.711 -2.535  0.073
H24 -1.748 2.215 -2.323  0.027
H25 -4.397 -0.786 -0.666  0.091
H26 -4.066 -2.408 -0.035  0.095
H27 -3.771 -2.059 -1.728  0.098
H28 -2.107 -3.750 -1.723  0.097
H29 -2.398 -4.062 -0.022  0.096
H30 -0.796 -4.378 -0.707  0.091
H31 -0.171 -1.993 2.515  0.055
H32 0.437 -3.340 3.491  0.085
H33 -0.864 -3.593 2.336  0.087
H34 2.264 -4.640 2.726  0.114
H35 3.890 -5.254 0.965  0.109
H36 3.602 -4.386 -1.328  0.120
H37 2.201 -3.400 -2.980  0.091
H38 2.091 -1.750 -2.392  0.022
H39 0.626 -2.714 -2.573  0.075

Below is a 2-piece molecular cluster, C3H6ClNO overall, with properties calculated with ωB97M-V/def2-TZVPD.

Values from the calculation:
gap between HOMO and LUMO	9.60	eV
E_HOMO	-8.79	eV
energy above the lowest of the compared OMol25 structures with the same formula, charge and spin	371.2	kJ/mol

Last column: Löwdin charge in e.
Cartesian coordinates (Å):
C1 0.174 -0.749 1.259  -0.616
C2 1.310 0.813 -0.002  -0.146
C3 -1.936 0.175 -0.592  -0.172
N1 1.069 -0.488 0.403  -0.226
O1 -1.404 1.071 -1.192  -0.039
Cl1 -0.214 -2.418 1.426  0.558
H1 1.106 0.941 -1.212  0.147
H2 2.330 1.167 0.380  0.109
H3 0.507 1.355 0.502  0.066
H4 -2.461 -0.602 -1.304  0.105
H5 -2.016 -0.042 0.509  0.066
H6 1.535 -1.224 -0.177  0.151

Below is C5H8O as an isolated structure, with properties calculated with ωB97M-V/def2-TZVPD.

Values from the calculation:
gap between HOMO and LUMO	8.91	eV
E_HOMO	-8.13	eV
energy above the lowest of the compared OMol25 structures with the same formula, charge and spin	502.9	kJ/mol

Last column: Löwdin charge in e.
Cartesian coordinates (Å):
O1 1.434 -1.357 -0.758  0.004
C1 0.865 -0.913 0.427  -0.347
C2 0.995 0.524 0.715  -0.059
C3 -0.832 1.687 -0.542  0.088
C4 -1.126 0.287 -0.911  -0.276
C5 -0.400 -0.078 0.388  -0.254
H1 0.892 -2.084 -1.090  0.106
H2 0.924 -1.602 1.271  0.150
H3 1.470 1.112 -0.058  0.108
H4 1.153 0.869 1.730  0.115
H5 -1.563 1.932 0.260  0.021
H6 -0.599 -0.084 -1.796  0.096
H7 -2.157 -0.088 -0.878  0.109
H8 -1.057 -0.204 1.242  0.138

Below is an isolated ion of composition C2H5N4 and charge +1, with properties calculated with ωB97M-V/def2-TZVPD.

Values from the calculation:
gap between HOMO and LUMO	7.90	eV
E_HOMO	-14.03	eV
SMILES	C=CNN[N+]#N
energy above the lowest of the compared OMol25 structures with the same formula, charge and spin	455.1	kJ/mol
charge	+1

Last column: Löwdin charge in e.
Cartesian coordinates (Å):
C1 -1.343 -0.994 0.245  0.045
C2 -1.064 0.111 -0.448  -0.161
N1 0.056 1.039 -0.310  0.040
N2 1.079 0.685 0.644  0.072
N3 1.965 -0.070 0.254  -0.012
N4 2.660 -0.688 -0.343  0.414
H1 -0.952 -1.251 1.114  0.009
H2 -2.207 -1.533 -0.124  0.080
H3 -1.634 0.446 -1.404  0.156
H4 0.238 1.313 -1.260  0.137
H5 1.201 0.942 1.631  0.220